[1]
The following is a DFT calculation (ωB97M-V with the def2-TZVPD basis set) of the molecule C5H8O2 in a non-equilibrium geometry.

```
15
Properties=species:S:1:pos:R:3:forces:R:3:nbo_charge:R:1
C -1.6562 -0.0240 1.3217 -0.997 0.404 0.299 -0.19
C -0.6004 -0.2501 -0.9339 -0.720 -0.101 -0.248 0.20
O -0.1663 1.0125 -1.1740 0.002 -0.073 0.056 -0.50
C 1.1211 1.0944 -0.5419 0.159 0.034 0.172 -0.11
C 1.4839 -0.3637 -0.3717 0.546 0.220 0.587 -0.29
O 0.2746 -0.6422 1.1650 1.145 -0.294 -0.593 -0.54
C -0.8719 -0.8116 0.4251 -0.143 0.033 -0.277 -0.10
H -1.4591 1.0418 1.3604 -0.019 -0.150 -0.006 0.19
H -2.4786 -0.4126 1.9183 0.161 0.024 -0.104 0.19
H -1.2150 -0.6120 -1.7655 0.133 -0.027 0.138 0.18
H 1.0445 1.5889 0.4309 0.019 -0.063 -0.132 0.19
H 1.7763 1.6859 -1.1961 -0.056 -0.155 0.078 0.18
H 1.7192 -0.8783 -1.3087 -0.257 -0.060 0.163 0.20
H 2.2539 -0.5808 0.3684 -0.061 0.079 -0.153 0.22
H -1.2262 -1.8482 0.3019 0.088 0.128 0.018 0.18
```
Positions in Å, forces in eV/Å.

Output
strongest force on any atom = 1.32 eV Å⁻¹
ΔE to the lowest compared entry with this formula, charge and spin = 706.0 kJ/mol
multiplicity = 1

[2]
The following is a DFT calculation (ωB97M-V with the def2-TZVPD basis set) of a structure of composition C10H12N5 in a non-equilibrium geometry.

```
27
Properties=species:S:1:pos:R:3:forces:R:3:nbo_charge:R:1
C 1.8141 1.8966 1.7365 -0.888 1.521 0.821 -0.27
C 1.7181 1.0171 0.9095 0.552 -2.461 -1.909 -0.13
C -3.6924 0.7510 -0.0128 -3.106 0.885 1.622 0.31
C -0.2705 -1.8968 0.5568 -1.476 0.204 -1.566 0.30
C -1.0991 0.0302 -0.0201 -0.958 1.048 -0.822 -0.03
C -2.1938 -0.8115 0.2758 1.292 0.908 -0.431 0.37
C -1.5039 1.3597 -0.3292 -0.398 0.126 0.619 0.45
C 2.5082 -1.4763 0.0046 1.407 -2.868 1.361 -0.71
C 1.6087 0.0977 -1.6386 1.155 -0.795 -2.933 -0.69
C 1.5148 -0.4228 -0.3165 -1.699 4.318 6.082 0.28
N -3.4518 -0.4888 0.3563 -0.458 -1.000 -0.158 -0.47
N -2.8170 1.6643 -0.3382 1.030 0.012 -0.271 -0.47
N -1.6281 -2.0148 0.5291 1.956 -2.100 2.066 -0.48
N 0.1029 -0.6867 0.1478 -0.327 -1.956 -0.147 -0.30
N -0.7074 2.4478 -0.4595 2.691 -2.315 -1.358 -0.75
H 1.6664 2.7969 2.4379 0.653 -2.090 -1.451 0.29
H -4.7999 1.0992 0.2059 2.348 -0.635 -1.024 0.22
H 0.3107 -2.7921 0.6253 0.601 0.078 0.325 0.25
H 2.4443 -2.3791 -0.6855 -0.127 1.256 0.384 0.25
H 2.4489 -1.9673 1.0399 -0.268 1.144 -1.252 0.26
H 3.5823 -1.1395 -0.0471 -1.339 0.105 -0.153 0.29
H 2.7202 0.0927 -1.6553 -0.588 0.858 -1.189 0.26
H 1.3119 -0.7874 -2.2783 0.235 1.030 0.142 0.24
H 1.1309 1.0282 -2.0202 0.334 -0.731 0.833 0.28
H -1.9844 -2.8441 1.0227 -0.628 0.730 -0.635 0.46
H 0.2719 2.3085 -0.1895 -0.324 -0.320 -0.422 0.40
H -1.0062 3.1174 0.1427 -1.672 3.051 1.466 0.40
```
Positions in Å, forces in eV/Å.

Output
strongest force on any atom = 7.65 eV Å⁻¹
ΔE to the lowest compared entry with this formula, charge and spin = 305.9 kJ/mol
total charge = +1
multiplicity = 1

[3]
The following is a DFT calculation (ωB97M-V with the def2-TZVPD basis set) of a structure of composition C36H53GeN3Pd.

```
94
Properties=species:S:1:pos:R:3:forces:R:3:mulliken_spin:R:1
Pd -0.3947 -0.5075 -0.8544 -0.296 -0.121 0.355 0.75
C 3.5735 -1.6934 -1.4017 0.082 0.023 -0.003 0.00
C 2.4561 -2.3729 -0.6148 -0.094 0.006 0.124 -0.08
C 2.1777 -3.7767 -1.1430 -0.004 0.018 -0.028 0.00
C 2.7186 -2.3359 0.8733 0.109 0.007 -0.055 0.00
C 3.5798 -3.2374 1.4608 0.014 -0.055 -0.027 0.00
C 3.8541 -3.2220 2.8287 -0.009 0.029 0.039 0.01
C 3.1485 -2.3156 3.6074 0.032 -0.060 0.009 0.00
C 2.2538 -1.3988 3.0712 -0.069 0.086 -0.083 0.02
C 1.3123 -0.6834 4.0315 -0.007 -0.011 -0.009 0.00
C 2.0287 0.2233 5.0323 0.010 0.023 0.009 0.00
C 0.4287 -1.6969 4.7680 0.032 -0.002 -0.009 0.00
C 2.1053 -1.2846 1.6401 0.032 -0.024 0.152 0.00
N 1.4397 -0.3169 0.9843 -0.033 0.067 -0.013 0.01
C 1.3320 0.9376 1.5568 -0.105 0.055 0.010 -0.01
C 0.4019 1.8765 1.2475 0.041 -0.028 0.026 -0.03
N -0.5912 1.7659 0.2927 0.102 -0.158 0.017 0.03
C -1.7226 2.4749 0.4435 -0.173 0.173 0.166 -0.02
C -2.4228 2.9010 -0.7392 0.036 -0.029 -0.071 0.00
C -3.4406 3.8253 -0.6737 -0.068 0.059 -0.084 -0.01
C -3.8927 4.3425 0.5403 0.014 -0.011 0.027 0.01
C -3.3622 3.7909 1.6962 -0.010 0.009 0.034 -0.01
C -2.3472 2.8378 1.6948 0.111 -0.091 -0.057 0.02
C -2.1592 2.0716 3.0075 -0.054 0.025 0.013 0.00
C -1.0984 2.6007 3.9831 0.037 -0.017 -0.020 0.00
C -2.0514 0.5595 2.8002 0.002 -0.035 0.024 0.00
C -1.9687 2.3239 -2.0620 0.069 0.035 0.198 -0.02
C -1.0305 3.2699 -2.8083 0.011 0.051 -0.012 0.00
C -3.1215 1.8588 -2.9423 0.001 0.001 -0.039 -0.01
H 3.3359 -1.6420 -2.4702 -0.005 -0.003 -0.003 0.00
H 4.5139 -2.2446 -1.2852 0.002 0.004 -0.014 0.00
H 3.7311 -0.6752 -1.0396 -0.019 -0.028 0.026 0.00
H 1.5499 -1.7719 -0.7356 0.038 -0.127 -0.226 0.10
H 3.0522 -4.4300 -1.0561 0.002 -0.006 -0.007 0.00
H 1.8970 -3.7391 -2.2006 0.002 0.008 -0.003 0.00
H 1.3546 -4.2344 -0.5915 -0.002 -0.005 0.002 0.01
H 4.0668 -3.9797 0.8326 -0.008 -0.001 0.007 0.00
H 4.5485 -3.9263 3.2724 -0.001 -0.001 0.004 0.00
H 3.2614 -2.3589 4.6890 -0.005 0.014 0.002 0.00
H 0.6452 -0.0568 3.4447 0.008 0.018 -0.009 0.00
H 2.7326 -0.3437 5.6498 -0.001 -0.013 -0.002 0.00
H 1.3107 0.7099 5.7003 -0.002 0.000 -0.002 0.00
H 2.5920 1.0018 4.5144 0.002 -0.003 -0.002 0.00
H 1.0299 -2.3535 5.4044 -0.018 -0.010 0.011 0.00
H -0.1072 -2.3212 4.0513 -0.001 -0.001 -0.005 0.00
H -0.3085 -1.1888 5.3983 0.008 0.017 0.001 0.00
H 2.1071 1.2425 2.2680 0.005 -0.006 0.023 0.02
H 0.5082 2.8490 1.7387 -0.016 -0.015 -0.006 0.01
H -3.9048 4.1603 -1.5987 0.006 -0.005 0.002 0.00
H -4.6843 5.0818 0.5801 -0.007 0.002 0.003 0.00
H -3.7958 4.0643 2.6574 0.001 0.005 -0.002 0.00
H -3.1166 2.2215 3.5237 0.024 0.028 0.012 0.00
H -0.0918 2.3471 3.6579 0.012 -0.006 0.016 0.00
H -1.2489 2.1633 4.9770 -0.025 -0.010 -0.008 0.00
H -1.1713 3.6878 4.0730 -0.002 0.005 0.016 0.00
H -1.1579 0.2691 2.2502 -0.008 0.021 -0.010 0.02
H -2.9087 0.1956 2.2297 0.001 0.008 -0.012 0.00
H -2.0424 0.0509 3.7708 0.004 -0.002 0.002 0.00
H -1.3795 1.4566 -1.7564 -0.033 -0.106 -0.321 0.05
H -1.5553 4.1844 -3.1088 0.000 0.000 0.008 0.00
H -0.6242 2.7992 -3.7110 0.001 -0.011 0.003 0.00
H -0.1948 3.5519 -2.1647 -0.010 -0.005 0.009 0.00
H -3.7530 2.6941 -3.2633 -0.008 -0.010 -0.008 0.00
H -3.7476 1.1446 -2.4044 -0.005 0.002 0.005 0.01
H -2.7428 1.3654 -3.8438 0.012 0.002 -0.001 0.00
C -4.6089 -2.5957 -1.7815 -0.020 -0.029 0.016 0.06
Ge -2.6573 -2.8528 -1.5100 0.054 0.052 -0.023 -0.06
C -2.4690 -4.7951 -1.1339 -0.013 -0.011 0.008 0.07
C -1.8675 -2.5902 -3.3030 0.005 0.014 -0.007 0.10
C -1.8582 -1.7015 -0.2217 0.155 0.127 -0.042 1.03
H -4.9890 -3.3040 -2.5235 -0.031 0.013 -0.001 0.00
H -4.8118 -1.5802 -2.1251 0.018 0.007 -0.016 -0.02
H -5.1497 -2.7453 -0.8447 0.003 -0.020 0.001 0.00
H -2.9325 -5.3933 -1.9238 0.001 -0.018 0.007 0.00
H -2.9437 -5.0431 -0.1821 -0.015 -0.003 -0.007 0.00
H -1.4139 -5.0639 -1.0605 0.007 0.014 -0.018 -0.02
H -2.3241 -3.2484 -4.0482 0.010 -0.005 -0.002 0.00
H -0.7933 -2.7845 -3.2639 0.002 -0.021 0.004 -0.01
H -2.0119 -1.5521 -3.6117 -0.011 0.003 0.004 -0.01
H -2.2533 -1.7949 0.7930 0.039 0.037 0.011 0.00
C 3.8988 2.5167 -4.7104 0.013 -0.025 0.032 0.00
C 2.9081 1.8257 -3.8123 0.062 0.067 -0.067 0.00
C 2.0335 0.8659 -4.3027 -0.049 -0.021 0.043 0.01
C 1.1511 0.2502 -3.4300 0.026 0.005 0.008 0.05
N 1.0962 0.5310 -2.1298 0.020 0.012 -0.106 -0.06
C 1.9307 1.4533 -1.6467 0.037 0.050 -0.097 0.01
C 2.8436 2.1147 -2.4568 -0.068 -0.046 0.063 0.00
H 3.6800 2.3283 -5.7617 -0.008 -0.007 0.000 0.00
H 4.9105 2.1581 -4.5065 0.004 0.014 -0.013 0.00
H 3.8924 3.5953 -4.5459 -0.004 -0.002 0.010 0.00
H 2.0266 0.5966 -5.3522 0.017 0.010 -0.007 0.00
H 0.4539 -0.5039 -3.7802 -0.002 0.014 0.014 -0.01
H 1.8537 1.6621 -0.5856 -0.024 -0.025 0.007 0.00
H 3.4960 2.8576 -2.0127 0.011 0.005 -0.024 0.00
```
Positions in Å, forces in eV/Å.

Output
strongest force on any atom = 0.48 eV Å⁻¹
ΔE to the lowest compared entry with this formula, charge and spin = 31.2 kJ/mol
expectation value of S² = 2.008
total charge = -2
multiplicity = 3

[4]
The following is a DFT calculation (ωB97M-V with the def2-TZVPD basis set) of a structure of composition C2ClF5O2S in a non-equilibrium geometry.

```
11
Properties=species:S:1:pos:R:3:forces:R:3:nbo_charge:R:1
C 0.3014 -0.4698 -0.4843 -3.998 0.622 -1.608 0.48
C 1.3599 0.4857 0.0288 1.899 -0.377 1.378 0.58
O -1.4533 -0.7331 1.5985 -0.757 -0.783 0.998 -0.86
O -2.0040 1.3363 0.2075 1.295 -3.615 0.435 -0.84
F 0.4602 -1.7205 -0.1258 0.592 0.030 -0.148 -0.27
F 0.0181 -0.3944 -1.8430 1.298 0.088 1.960 -0.30
F 2.4585 -0.3038 0.3085 -0.885 0.898 0.026 -0.31
F 1.7656 1.4518 -0.7592 -0.181 -0.098 -1.160 -0.27
F -2.1596 -0.9083 -0.7849 -0.153 0.434 1.402 -0.48
S -1.4714 -0.0337 0.3873 -0.065 2.854 -3.780 2.23
Cl 0.7244 1.2898 1.4666 0.956 -0.053 0.497 0.03
```
Positions in Å, forces in eV/Å.

Output
strongest force on any atom = 4.74 eV Å⁻¹
ΔE to the lowest compared entry with this formula, charge and spin = 0.0 kJ/mol
multiplicity = 1

Among the records above, which one has the highest strongest force on any atom?
C10H12N5